No. 1
{"formula": "C6H7NO", "method": "wB97M-V/def2-TZVPD", "elements": ["C", "C", "C", "C", "C", "C", "N", "O", "H", "H", "H", "H", "H", "H", "H"], "xyz": [[3.59972, -0.61408, 0.15794], [0.67226, -0.91440, -0.11875], [2.69744, 0.52817, -0.09123], [1.22153, 0.32750, -0.06469], [-0.76252, -1.21189, 0.08939], [0.45530, 1.56186, -0.02094], [4.32186, -1.48639, 0.34067], [3.25456, 1.56599, -0.34050], [1.27123, -1.79069, -0.50997], [-1.52324, -0.39369, 0.58598], [-1.17965, -1.53492, -0.92864], [-0.86070, -2.16874, 0.67829], [1.12972, 2.35886, 0.04408], [-0.25320, 1.66532, 0.73554], [-0.19065, 1.59991, -1.00014]], "atomic_forces_ev_per_a": [[-0.37, -0.50, 0.10], [1.12, 0.42, -0.40], [0.01, -0.43, -0.84], [0.64, -2.16, 0.43], [-2.69, -0.23, -0.10], [-1.78, -0.10, -2.93], [0.06, -0.05, 0.01], [-0.20, 0.59, 0.19], [-0.41, 1.00, 1.07], [2.34, -1.88, -1.37], [0.22, 0.64, 1.24], [0.12, 1.03, -0.33], [0.71, 1.47, -0.24], [-1.09, -0.15, 1.58], [1.32, 0.35, 1.59]], "lowdin_charge": [-0.126, -0.109, -0.364, -0.253, -0.112, -0.050, 0.177, 0.122, 0.138, 0.134, 0.100, 0.084, 0.057, 0.058, 0.144], "homo_ev": -9.93, "gap_ha": 0.34297, "e_above_lowest_ev": 1.605, "total_charge": 0}

---

No. 2
{"formula": "Br2CaClF12P2", "method": "wB97M-V/def2-TZVPD", "elements": ["Ca", "Cl", "P", "F", "F", "F", "F", "F", "F", "P", "F", "F", "F", "F", "F", "F", "Br", "Br"], "xyz": [[-5.35361, -22.09199, -3.63650], [-4.36451, -22.39480, -1.13371], [-4.40268, -26.04368, -3.82972], [-5.81457, -26.81588, -4.13700], [-4.48977, -26.57637, -2.28842], [-3.58833, -27.42166, -4.22700], [-3.01748, -25.31799, -3.50011], [-4.33650, -25.56344, -5.35779], [-5.23636, -24.70253, -3.41582], [-6.09134, -18.70105, -3.73531], [-5.93045, -20.03012, -4.71285], [-7.29537, -18.14987, -4.66339], [-7.15463, -19.45062, -2.81752], [-6.17442, -17.38139, -2.79405], [-4.89862, -19.30302, -2.81679], [-5.02936, -17.93049, -4.69041], [-8.12850, -22.62232, -3.42430], [-3.26984, -22.00888, -5.48093]], "atomic_forces_ev_per_a": [[0.20, -0.45, 0.79], [-0.05, 0.20, -0.10], [-0.23, -0.64, 0.48], [0.23, 0.12, -0.01], [-0.03, 0.10, -0.23], [-0.09, 0.10, -0.03], [0.10, 0.05, -0.05], [-0.03, 0.02, -0.12], [0.09, 0.05, -0.23], [0.36, 0.35, -0.17], [-0.38, 0.18, 0.22], [-0.02, 0.03, -0.14], [-0.13, -0.19, 0.06], [-0.05, 0.11, 0.04], [0.04, 0.10, -0.24], [0.04, -0.08, 0.17], [-0.23, -0.09, -0.16], [0.18, 0.04, -0.28]], "lowdin_charge": [0.550, -0.515, 0.147, -0.198, -0.191, -0.219, -0.167, -0.179, -0.270, 0.136, -0.317, -0.173, -0.181, -0.184, -0.193, -0.177, -0.446, -0.421], "homo_ev": -0.16, "gap_ha": 0.28592, "total_charge": -3}

---

No. 3
{"formula": "C4H32N2O12S", "method": "wB97M-V/def2-TZVPD", "elements": ["C", "N", "C", "O", "C", "C", "S", "N", "H", "H", "H", "H", "H", "H", "H", "H", "H", "H", "H", "H", "O", "H", "H", "O", "H", "H", "O", "H", "H", "O", "H", "H", "O", "H", "H", "O", "H", "H", "O", "H", "H", "O", "H", "H", "O", "H", "H", "O", "H", "H", "O"], "xyz": [[-2.73459, -1.10797, 0.36047], [-2.63686, -0.15837, -0.69466], [-2.24671, -0.45065, -2.00176], [-2.06968, -1.61427, -2.28187], [-1.41916, -1.20183, 1.26937], [-0.15537, -1.86373, 0.66095], [1.25023, -1.15583, 1.56571], [-1.81726, -1.85457, 2.49858], [-3.50208, -0.84347, 1.05694], [-2.95430, -2.09088, -0.07337], [-2.55334, 0.79070, -0.39549], [-2.33144, 0.39065, -2.71773], [-1.04707, -0.21669, 1.60090], [-0.08946, -2.95536, 0.69726], [-0.07334, -1.61954, -0.42897], [2.02068, -2.22897, 1.82833], [-0.98215, -1.99540, 3.08220], [-2.36320, -2.68225, 2.17452], [1.27419, 4.34827, -2.14208], [-0.19178, 3.82998, -1.49972], [0.36082, 4.10706, -2.21856], [-2.90944, 0.73104, 3.10615], [-3.52277, 1.79813, 2.09283], [-2.99925, 1.65510, 2.89876], [2.93720, 0.26317, -1.72955], [4.49074, 0.13917, -1.77096], [3.77480, 0.73478, -1.54835], [0.43250, 1.11555, -1.14338], [0.33408, 1.62743, -2.61481], [0.22527, 0.84920, -2.05802], [0.63674, 2.26580, 1.06755], [1.79105, 2.41054, 0.02438], [0.80665, 2.41178, 0.11942], [0.35201, -2.89828, -2.13377], [-1.01697, -3.20084, -1.66453], [-0.15320, -3.63681, -1.79698], [-0.95589, 1.93698, 1.28778], [-1.69316, 3.10116, 1.30029], [-1.73992, 2.26664, 0.79250], [0.59757, 2.60001, 3.54723], [-0.96234, 2.52817, 3.10850], [-0.04536, 2.28818, 2.92164], [3.51027, 1.99117, -0.51004], [3.62580, 2.26558, 1.08781], [3.56725, 2.68399, 0.23050], [2.28074, -1.06940, -3.37212], [1.34191, -0.45454, -2.27505], [2.04951, -1.14584, -2.43723], [2.95308, -4.14875, -0.41963], [1.45854, -3.72663, -0.40820], [2.32301, -3.61363, 0.05909]], "atomic_forces_ev_per_a": [[2.41, -0.80, 0.43], [0.41, 0.97, -1.69], [-1.68, -0.39, 2.38], [0.56, -0.37, -1.18], [0.03, -0.11, -0.25], [-0.12, 0.41, -1.38], [0.32, 0.29, 0.43], [-0.94, -0.28, -0.32], [-0.70, 0.27, 0.24], [0.04, 0.12, 0.17], [-0.02, 0.64, 0.01], [0.41, -0.31, 0.37], [-0.63, 0.15, -0.62], [-0.49, 0.25, 0.34], [0.07, 0.09, 0.99], [-0.31, 0.07, -0.35], [-0.75, -0.65, -0.36], [1.11, 0.33, 1.28], [0.22, -0.11, 1.30], [0.89, -0.03, 1.24], [-1.06, 0.00, -2.60], [-0.21, -0.78, -0.21], [0.50, -0.60, 0.47], [-0.39, 1.12, 0.60], [0.78, -0.42, -0.06], [-0.03, -0.16, 0.06], [-0.52, 0.53, -0.08], [-0.20, 0.66, 0.03], [0.06, 0.33, 0.21], [0.13, -0.68, -0.10], [0.59, 0.20, -0.34], [-0.52, 0.45, 0.48], [0.63, -0.40, 0.04], [0.55, 0.32, -0.42], [0.20, -0.33, -0.21], [-0.45, -0.16, 0.31], [-0.94, -0.92, -1.01], [-0.96, 0.14, -0.95], [1.14, 1.03, 0.75], [-0.10, 0.37, 0.61], [0.11, -0.03, 0.85], [-0.11, -0.51, -1.01], [0.99, 0.49, 1.45], [0.16, -0.53, -0.02], [-0.60, -0.03, -1.32], [-0.20, 0.00, 0.12], [0.23, -0.63, -0.56], [-0.65, 0.36, 0.10], [0.09, -0.22, -0.23], [0.89, -0.01, 0.20], [-0.97, -0.11, -0.20]], "lowdin_charge": [-0.137, 0.034, -0.313, -0.002, -0.466, -0.502, 0.756, 0.016, 0.102, 0.129, 0.081, 0.140, 0.075, 0.072, 0.051, -0.139, 0.069, 0.097, 0.036, 0.011, -0.041, 0.026, 0.055, -0.056, 0.013, 0.067, -0.051, 0.027, 0.061, -0.054, 0.011, 0.025, -0.102, 0.005, 0.020, -0.071, -0.005, 0.069, -0.094, 0.069, 0.040, -0.043, 0.017, 0.041, -0.091, 0.067, 0.017, -0.081, 0.036, 0.015, -0.103], "homo_ev": -8.78, "gap_ha": 0.32520, "e_above_lowest_ev": 1.962, "total_charge": 0}